Entry from the Open Molecules 2025 dataset: a 7-piece molecular cluster, C11H36O11 overall at a distorted geometry (ωB97M-V with the def2-TZVPD basis set).

Results
HOMO level	-9.6	eV
total charge	0
relative energy (zero: lowest compared OMol25 entry of this formula, charge and spin)	22.1	kcal per mole
electronic energy	-34509.028	eV
LUMO energy	0.1	eV
structure (SMILES)	OCCO.OCCO.OCCO.OCCO.CO.CO.CO
gap between HOMO and LUMO	0.35689	Eh

```
58
Properties=species:S:1:pos:R:3:mulliken_charge:R:1
C -0.45562 0.08628 -5.41987 -0.56
O -1.46143 0.78489 -4.71759 -0.55
H -0.82896 0.17332 -6.44024 0.28
H 0.56610 0.46211 -5.36557 0.23
H -0.34306 -0.96449 -5.15282 0.17
H -1.25714 0.85316 -3.78207 0.55
C 0.65259 -2.27406 2.79018 -0.14
O 0.20459 -3.41942 3.46293 -0.54
H 1.64097 -2.40071 2.34842 0.27
H -0.00480 -2.03755 1.95353 0.01
H 0.68034 -1.33719 3.34661 0.08
H 0.45435 -3.36750 4.38841 0.31
C 3.23379 2.36147 -0.69916 -0.74
O 2.26922 2.04923 0.36413 -0.50
H 3.39140 1.65121 -1.51081 0.28
H 2.77293 3.21806 -1.19105 0.32
H 4.24806 2.56406 -0.35519 0.28
H 2.05426 2.89586 0.76240 0.25
C -0.66481 1.44581 4.78713 -0.49
C -0.12820 2.41408 3.72323 0.29
O 0.86095 3.31876 4.26029 -0.62
O -1.32700 2.18902 5.81936 -0.59
H 0.04441 0.88516 5.39605 0.30
H -1.29935 0.72235 4.27522 0.28
H -0.96355 3.02344 3.37830 0.23
H 0.36067 1.84437 2.93296 -0.10
H 0.38859 4.09512 4.56972 0.35
H -0.72784 2.34655 6.55271 0.33
C -0.54700 -0.62750 -1.62742 0.21
C 0.47767 -0.54698 -0.52866 -0.27
O 0.01030 0.25625 0.53630 0.48
O -0.83169 0.73285 -2.10383 -0.83
H -1.43887 -1.14500 -1.27406 0.22
H -0.03425 -1.21711 -2.38738 -0.13
H 1.36626 -0.10465 -0.97904 0.03
H 0.70759 -1.55841 -0.19362 0.13
H 0.68378 0.94030 0.54614 -0.02
H -1.07648 1.26070 -1.34025 0.15
C 0.38221 -4.47744 -2.65031 -0.45
C 1.60500 -3.56599 -2.95872 -0.32
O 2.31457 -3.30291 -1.81768 -0.49
O 0.87615 -5.74996 -2.32375 -0.54
H -0.16851 -4.50473 -3.59055 0.33
H -0.29262 -4.07878 -1.89283 0.31
H 1.35083 -2.65595 -3.50216 0.24
H 2.30773 -4.11688 -3.58385 0.33
H 2.45727 -4.11542 -1.32670 0.30
H 1.03262 -5.78390 -1.37719 0.33
C -2.58502 2.79142 0.26017 -0.41
C -3.28131 1.45441 0.36258 -0.35
O -2.69867 0.66871 1.43686 -0.58
O -1.19699 2.70579 -0.07974 -0.42
H -2.73759 3.17871 1.26755 0.27
H -3.07123 3.45049 -0.45908 0.41
H -3.04236 0.97820 -0.58833 0.17
H -4.35726 1.46050 0.53688 0.39
H -1.81135 0.54138 1.09326 0.27
H -0.76200 3.54874 0.06793 0.22
```